1.
{
  "formula": "C27H27F9O31PPd",
  "method": "wB97M-V/def2-TZVPD",
  "gap_ev": [8.396, 2.479],
  "energy_ev": -129127.88899,
  "s_squared": 3.7645,
  "homo_energy_ha": [-0.41338, -0.41338],
  "lumo_energy_ev": [-2.85, -8.77],
  "spin_multiplicity": 4,
  "species": ["Pd", "P", "O", "O", "O", "O", "C", "C", "O", "C", "O", "O", "F", "H", "H", "H", "C", "C", "O", "C", "O", "O", "F", "H", "H", "H", "C", "C", "O", "C", "O", "O", "F", "H", "H", "H", "C", "C", "O", "C", "O", "O", "F", "H", "H", "H", "C", "C", "O", "C", "O", "O", "F", "H", "H", "H", "C", "C", "O", "C", "O", "O", "F", "H", "H", "H", "C", "C", "O", "C", "O", "O", "F", "H", "H", "H", "C", "C", "O", "C", "O", "O", "F", "H", "H", "H", "C", "C", "O", "C", "O", "O", "F", "H", "H", "H"],
  "positions_angstrom": [[0.5528, -0.1772, -3.1760], [0.1693, -0.0779, -0.8409], [-0.0739, 0.0476, 0.6993], [1.4105, -0.8960, -1.3733], [0.4004, 1.2042, -1.6152], [-0.9685, -0.6392, -1.7524], [3.0420, -3.9949, -1.6015], [1.5905, -3.9769, -1.1897], [1.6441, -5.1177, -0.3151], [2.5501, -5.9336, -0.7072], [2.9030, -7.0063, -0.1850], [3.2810, -5.3468, -1.6925], [0.8616, -4.2638, -2.1548], [3.6140, -3.5381, -0.7939], [3.2615, -3.4915, -2.5430], [1.0969, -3.1199, -0.7314], [2.3045, -0.4963, 2.9493], [2.5348, -1.7063, 1.9918], [2.4062, -2.7914, 2.8097], [2.3268, -2.3826, 4.1817], [2.3923, -3.0522, 5.1597], [2.4810, -1.0141, 4.2458], [3.7715, -1.7301, 1.4674], [1.2722, -0.2372, 2.7139], [2.9542, 0.3669, 2.8052], [1.8254, -1.6964, 1.1643], [-4.1513, -1.4348, -2.9694], [-3.5634, -2.5252, -2.1836], [-2.9301, -3.3312, -3.1597], [-3.6019, -3.1131, -4.2741], [-3.5558, -3.7988, -5.2536], [-4.3443, -1.9803, -4.2238], [-4.4954, -3.2825, -1.5557], [-3.3420, -0.7049, -2.9511], [-5.0359, -0.9999, -2.5040], [-3.0199, -2.0136, -1.3893], [0.6875, 4.5754, -3.8129], [0.5134, 4.4802, -2.3271], [-0.8613, 4.8259, -2.1407], [-1.2628, 5.5318, -3.2292], [-2.2457, 6.2398, -3.3969], [-0.2760, 5.5433, -4.0879], [1.3553, 5.3115, -1.7388], [0.5564, 3.5728, -4.2199], [1.7037, 4.8184, -4.1233], [0.7386, 3.4373, -2.1039], [1.6287, 2.8852, 0.7599], [0.4736, 3.0114, 1.7377], [0.4075, 4.4245, 1.9405], [1.5615, 5.0276, 1.6280], [1.8145, 6.2222, 1.8835], [2.3617, 4.0533, 1.1762], [0.7569, 2.3185, 2.8178], [1.1242, 3.0897, -0.1845], [2.1115, 1.9141, 0.8696], [-0.3706, 2.4993, 1.2760], [-1.9399, 1.6378, 4.4310], [-1.6397, 0.4232, 3.5424], [-2.8368, -0.2756, 3.3975], [-3.7987, 0.3244, 4.1819], [-4.9620, 0.2468, 4.0500], [-3.1999, 1.2549, 4.9046], [-0.7459, -0.3522, 4.2818], [-2.0597, 2.5028, 3.7788], [-1.2445, 1.8305, 5.2480], [-1.1710, 0.7080, 2.6005], [-2.4301, 2.0639, -0.9009], [-2.9306, 1.3714, 0.3547], [-4.3153, 1.1737, 0.0962], [-4.6057, 1.7938, -1.1262], [-5.6735, 1.7729, -1.7562], [-3.6105, 2.6059, -1.5138], [-2.7442, 2.2682, 1.3619], [-2.1185, 1.4845, -1.7700], [-1.7156, 2.8855, -0.8494], [-2.3575, 0.4593, 0.5215], [-1.2820, -2.6206, 1.2843], [-2.6801, -3.0401, 1.9155], [-2.1841, -3.6562, 3.1303], [-1.0158, -4.2583, 2.8068], [-0.4314, -5.0079, 3.5922], [-0.5301, -3.7766, 1.5907], [-3.2463, -3.9641, 1.1215], [-0.9014, -1.7334, 1.7904], [-1.3048, -2.3472, 0.2294], [-3.3763, -2.2083, 2.0234], [4.7052, -0.2759, -1.5949], [4.0728, 1.0135, -1.1116], [4.8311, 1.9990, -1.8477], [5.9138, 1.5016, -2.3764], [6.8882, 2.2305, -2.6667], [5.8733, 0.1656, -2.2951], [4.4199, 1.1623, 0.1881], [4.0613, -0.8242, -2.2825], [4.9544, -1.0562, -0.8757], [2.9898, 0.9869, -1.2321]],
  "forces_ev_per_angstrom": [[-0.12, -0.17, -1.02], [-0.78, -0.72, 4.35], [0.80, -0.36, -3.92], [0.66, -1.10, 0.70], [0.94, 3.51, -0.66], [-0.99, -1.35, 0.22], [-0.40, 3.20, 0.56], [2.19, 2.30, 2.02], [-1.15, -2.35, 2.30], [0.67, 4.20, -1.80], [-0.03, -0.83, -0.03], [0.84, -4.25, 0.89], [-3.57, -1.83, -4.70], [0.41, -0.03, -0.02], [-0.10, -0.31, -0.01], [0.99, 0.07, 1.06], [-0.33, -0.28, -1.36], [-0.71, 1.70, 1.08], [-1.01, -0.74, 2.15], [2.11, 0.83, 0.61], [-0.74, -0.19, -1.59], [-0.81, -1.26, -0.64], [1.59, -0.06, -0.89], [-0.11, 0.41, 0.63], [0.09, -0.25, -0.14], [-0.08, -0.20, 0.03], [0.12, 1.35, 0.83], [-0.40, 0.23, 1.39], [0.64, 0.41, 2.15], [-0.87, -0.39, -3.36], [0.26, 0.23, 0.68], [-0.17, -0.53, -0.75], [-0.50, -0.67, 0.14], [-0.12, 0.60, -0.56], [-0.15, -0.15, -0.30], [1.21, -1.00, -0.18], [0.54, -0.43, 0.56], [-0.18, -1.79, -1.57], [0.36, -0.57, 0.80], [-2.24, 3.22, 0.03], [1.90, -2.54, 1.15], [0.86, 0.10, -3.31], [0.39, 1.05, 1.47], [-0.95, 0.07, -0.57], [-0.22, 0.78, 0.18], [-0.49, 0.14, 1.16], [-1.59, 1.78, 1.03], [0.38, 0.15, -2.88], [-2.37, -1.07, 0.63], [1.11, 2.84, 1.65], [-0.72, -4.72, -1.45], [2.39, 0.24, -1.33], [0.30, -0.45, 2.85], [0.87, -0.38, -0.42], [0.45, 0.58, -0.17], [-0.74, 1.07, 0.31], [-0.40, -0.56, -1.33], [1.41, 0.44, 1.28], [0.27, -0.11, -0.46], [0.75, 1.73, -1.15], [-0.81, -1.38, 0.19], [-0.86, 1.01, 2.16], [-0.08, -0.44, -0.67], [0.04, 0.28, 0.26], [-0.04, -0.30, -0.23], [-0.17, -0.64, -0.06], [0.10, 0.77, -2.44], [0.39, 0.55, -1.70], [0.67, 0.01, -1.17], [-3.75, 1.70, -1.71], [3.27, -0.93, 2.67], [-0.79, -0.53, 1.01], [-0.41, -0.21, 0.90], [0.79, -0.99, 1.01], [-0.07, -0.17, 0.85], [-0.55, -0.10, 0.59], [-2.12, 0.31, 0.84], [2.39, 1.20, -0.54], [-0.91, 0.23, -1.62], [2.16, -1.24, 2.59], [-1.59, 2.06, -3.19], [0.26, -0.86, 1.06], [-0.41, -0.72, -0.12], [0.09, -0.20, 0.24], [-0.06, -0.70, -0.13], [0.12, -0.30, 0.85], [0.02, -0.61, -1.29], [1.66, -0.77, -0.39], [-3.65, 0.75, 1.04], [4.83, 2.17, 0.27], [-3.46, -3.19, 0.10], [0.70, -0.81, -0.43], [-0.40, 0.46, 0.69], [-0.22, 0.38, -0.44], [0.30, 0.74, 0.61], [0.10, 0.89, -0.12]],
  "lowdin_charge": [0.962, 0.027, -0.311, -0.397, -0.367, -0.361, -0.034, -0.337, 0.248, -0.365, 0.498, 0.170, 0.217, 0.159, 0.172, 0.156, -0.071, -0.365, 0.107, -0.437, 0.199, 0.080, 0.062, 0.090, 0.143, 0.123, -0.107, -0.333, 0.172, -0.567, 0.169, 0.116, 0.082, 0.126, 0.157, 0.139, -0.072, -0.354, 0.138, -0.528, 0.162, 0.109, 0.128, 0.130, 0.153, 0.122, -0.042, -0.342, 0.148, -0.509, 0.131, 0.081, 0.108, 0.099, 0.122, 0.131, -0.045, -0.302, 0.106, -0.542, 0.213, 0.090, 0.040, 0.131, 0.153, 0.107, -0.071, -0.293, 0.133, -0.480, 0.127, 0.076, 0.074, 0.113, 0.124, 0.131, -0.081, -0.245, 0.136, -0.472, 0.142, 0.025, 0.083, 0.098, 0.102, 0.160, -0.062, -0.262, 0.151, -0.543, 0.121, 0.082, 0.078, 0.109, 0.132, 0.126]
}

=====

2.
{
  "formula": "C27H27IN7O5Os",
  "method": "wB97M-V/def2-TZVPD",
  "gap_ev": [3.448, 3.387],
  "energy_ev": -59649.58141,
  "charge": 3,
  "homo_energy_ha": [-0.54015, -0.53944],
  "lumo_energy_ev": [-11.25, -11.29],
  "de_lowest_kcal_mol": 37.48,
  "spin_multiplicity": 1,
  "species": ["Os", "O", "C", "C", "C", "C", "N", "C", "C", "C", "C", "C", "C", "O", "C", "C", "N", "H", "H", "H", "H", "H", "H", "H", "H", "H", "H", "H", "H", "N", "C", "C", "N", "C", "C", "N", "C", "C", "N", "H", "H", "H", "H", "H", "H", "C", "C", "N", "O", "H", "H", "H", "H", "H", "I", "C", "C", "C", "C", "C", "C", "C", "O", "O", "H", "H", "H", "H"],
  "positions_angstrom": [[-0.3248, -0.3137, -0.1860], [-1.8293, 4.8915, 4.1125], [-1.2910, 5.2595, 2.8799], [-0.9247, 4.0312, 2.1066], [-0.7381, 4.0431, 0.7244], [-0.5071, 2.8477, 0.0682], [-0.4347, 1.6753, 0.6935], [-0.4927, 1.6572, 2.0428], [-0.7595, 2.8127, 2.7639], [-0.2329, 0.3545, 2.6648], [-0.0547, 0.1762, 4.0284], [0.2083, -1.0939, 4.5381], [0.4009, -1.2875, 6.0069], [0.5215, -0.0585, 6.6494], [0.2829, -2.1553, 3.6320], [0.1556, -1.8939, 2.2833], [-0.0996, -0.6765, 1.7959], [-2.1651, 5.6623, 4.5879], [-0.3780, 5.8711, 3.0076], [-1.9924, 5.8726, 2.2954], [-0.7888, 4.9551, 0.1527], [-0.3580, 2.8323, -1.0017], [-0.8600, 2.7881, 3.8360], [-0.0946, 1.0018, 4.7202], [1.2809, -1.9278, 6.1858], [-0.4696, -1.8462, 6.3978], [0.6259, -0.1801, 7.6024], [0.4583, -3.1649, 3.9728], [0.3001, -2.6758, 1.5514], [-0.6069, -3.7467, -2.7422], [-0.7330, -4.5809, -1.6796], [-0.8701, -3.7826, -0.5723], [-0.8249, -2.4837, -0.9482], [-0.6702, -2.4806, -2.2734], [-0.6194, -1.2397, -2.9836], [-0.6544, -0.0857, -2.3044], [-0.6246, 0.9067, -3.2348], [-0.5800, 0.3551, -4.4841], [-0.5717, -0.9961, -4.3099], [-0.4630, -4.0372, -3.6969], [-0.7199, -5.6481, -1.7743], [-1.0254, -4.0924, 0.4414], [-0.6183, 1.9453, -2.9733], [-0.5726, 0.8166, -5.4510], [-0.5203, -1.6750, -5.0560], [-3.7093, 1.1676, -1.3569], [-3.7573, -0.1063, -0.5609], [-4.8990, -0.7828, -0.5863], [-2.7830, -0.5289, 0.0788], [-4.6418, 1.7198, -1.2756], [-3.5456, 0.9229, -2.4058], [-2.8867, 1.7842, -1.0014], [-5.7172, -0.4464, -1.0668], [-4.9898, -1.6356, -0.0536], [7.2845, -1.4228, -5.0297], [5.6116, -1.0651, -3.7703], [4.8961, 0.1265, -3.9110], [3.8114, 0.3606, -3.0899], [3.4469, -0.5898, -2.1335], [4.1638, -1.7800, -2.0036], [5.2488, -2.0215, -2.8195], [2.2280, -0.3824, -1.3087], [1.7036, -1.3878, -0.7540], [1.6793, 0.7383, -1.2340], [5.1894, 0.8611, -4.6452], [3.2342, 1.2703, -3.1662], [3.8647, -2.4946, -1.2512], [5.8048, -2.9408, -2.7222]],
  "forces_ev_per_angstrom": [[0.73, 0.05, -2.56], [-0.11, -0.32, 0.27], [0.19, 0.75, -0.16], [-0.09, -0.23, 0.01], [0.06, -0.46, 0.07], [-0.01, 0.64, -0.63], [0.31, -1.97, -0.25], [-0.13, 0.36, 0.49], [0.04, -0.26, -0.25], [0.07, 0.11, 0.56], [-0.05, -0.03, -0.40], [-0.04, 0.11, -0.16], [-0.04, -0.75, 0.54], [0.02, 0.48, -0.04], [-0.06, 0.31, -0.10], [0.23, -0.77, 0.34], [-0.06, 0.23, 0.11], [0.12, -0.07, -0.10], [-0.11, -0.15, -0.13], [0.10, -0.17, -0.05], [-0.03, 0.12, -0.09], [-0.04, -0.03, -0.01], [-0.03, -0.04, 0.11], [-0.04, 0.11, 0.00], [-0.13, 0.09, -0.20], [0.12, -0.01, -0.23], [-0.02, -0.02, -0.18], [0.10, -0.07, -0.05], [-0.02, 0.00, 0.02], [-0.02, 0.81, 0.12], [-0.11, 0.00, 0.73], [0.04, -0.83, 0.17], [0.63, 2.14, -0.59], [-0.06, -0.52, 0.00], [0.02, 0.41, -0.38], [-0.01, -1.19, 0.38], [0.02, 0.37, -0.54], [-0.06, 0.56, 0.35], [-0.04, -0.29, 0.61], [-0.04, -0.04, -0.04], [-0.02, -0.18, -0.02], [0.00, -0.07, 0.16], [-0.01, 0.14, -0.01], [0.07, 0.05, -0.18], [-0.05, 0.01, 0.03], [0.10, -0.11, 0.10], [-0.91, 0.75, -0.94], [0.33, -0.18, 0.32], [2.57, -0.37, 0.77], [-0.04, 0.04, -0.02], [-0.01, 0.02, -0.08], [-0.05, 0.02, -0.01], [0.02, 0.14, 0.00], [0.01, -0.02, -0.01], [-0.68, 0.13, 0.52], [0.60, -0.10, -0.48], [0.07, -0.18, 0.10], [-0.11, -0.04, 0.24], [-0.53, 0.07, 0.25], [-0.10, 0.10, 0.09], [0.02, 0.17, -0.15], [2.13, -0.29, -1.46], [-2.65, 0.37, 1.70], [-2.42, 0.15, 1.48], [0.04, 0.00, -0.05], [0.04, 0.12, -0.10], [0.06, -0.12, 0.02], [0.09, -0.03, -0.01]],
  "nbo_charge": [1.581, -0.715, -0.111, 0.100, -0.164, 0.055, -0.436, 0.167, -0.198, 0.262, -0.217, 0.117, -0.112, -0.714, -0.208, 0.073, -0.494, 0.510, 0.221, 0.209, 0.254, 0.222, 0.276, 0.277, 0.215, 0.219, 0.510, 0.261, 0.223, -0.452, -0.011, -0.064, -0.439, 0.314, 0.321, -0.492, -0.054, -0.021, -0.455, 0.454, 0.271, 0.247, 0.241, 0.271, 0.456, -0.712, 0.716, -0.737, -0.660, 0.267, 0.256, 0.226, 0.433, 0.429, 0.260, -0.085, -0.251, -0.139, -0.220, -0.137, -0.249, 0.792, -0.581, -0.543, 0.251, 0.229, 0.231, 0.251]
}